No. 1
Here is a molecular structure, C9H11Cl2N4RhS in a non-equilibrium geometry from OMol25. Energies are from wB97M-V/def2-TZVPD.

Output
* HOMO level (spin up / spin down): -15.1 / -16.4 eV
* E_tot: -1997.0138 a.u.
* HOMO-LUMO gap (spin up / spin down): 7.20 / 6.13 eV
* strongest force on any atom: 4.027 eV/A

Geometry as ORCA input:
```
! wB97M-V def2-TZVPD RIJCOSX def2/J DEFGRID3
* xyz 2 5
Rh 0.127 0.537 0.037
C -2.756 -2.783 0.287
C -1.814 -1.753 -0.191
N -0.758 -1.354 0.530
N -0.515 -1.851 1.695
C 0.170 -1.204 2.606
N 0.599 -1.796 3.705
S 0.378 0.529 2.370
C -1.953 -1.066 -1.441
C -2.725 -1.521 -2.523
C -2.705 -0.821 -3.713
C -1.900 0.307 -3.839
C -1.205 0.737 -2.715
N -1.244 0.088 -1.565
H -2.681 -2.916 1.365
H -2.504 -3.746 -0.169
H -3.781 -2.549 0.003
H 0.479 -2.791 3.828
H 1.091 -1.286 4.423
H -3.289 -2.436 -2.434
H -3.291 -1.159 -4.553
H -1.838 0.861 -4.764
H -0.625 1.658 -2.745
Cl 1.812 2.090 -0.487
C 1.900 3.567 -1.467
Cl 0.630 3.637 -2.686
H 2.870 3.562 -1.968
H 1.786 4.423 -0.798
*
```

---

No. 2
Here is a molecular structure, C34H28F14N5O7S4Zr in a non-equilibrium geometry from OMol25. Energies are from wB97M-V/def2-TZVPD.

Output
* HOMO level: -5.7 eV
* E_tot: -5150.8859 a.u.
* ΔE to the lowest compared entry with this formula, charge and spin: 75.71 kJ/mol
* HOMO-LUMO gap: 7.82 eV
* strongest force on any atom: 1.930 eV/A

Geometry as ORCA input:
```
! wB97M-V def2-TZVPD RIJCOSX def2/J DEFGRID3
* xyz -1 1
Zr -0.125 1.288 -0.301
C -1.059 -0.088 3.839
N -0.194 0.854 3.126
C -0.474 2.225 3.550
C 1.169 0.465 3.199
C 2.069 1.057 4.080
C 3.406 0.691 4.095
C 3.878 -0.266 3.210
C 2.992 -0.859 2.329
C 1.640 -0.527 2.338
N 0.752 -1.123 1.369
C 0.792 -2.541 1.196
C 1.213 -3.294 2.304
C 1.163 -4.679 2.326
C 0.667 -5.373 1.241
C 0.217 -4.648 0.150
C 0.251 -3.255 0.092
N -0.321 -2.611 -1.035
C -1.566 -3.179 -1.521
C 0.614 -2.378 -2.117
H -0.981 0.054 4.928
H -2.099 0.066 3.543
H -0.777 -1.111 3.602
H -0.429 2.339 4.644
H 0.229 2.911 3.086
H -1.483 2.484 3.235
H 1.729 1.838 4.749
H 4.088 1.181 4.781
H 4.932 -0.522 3.178
H 3.336 -1.599 1.615
H 1.566 -2.776 3.182
H 1.519 -5.208 3.202
H 0.628 -6.456 1.234
H -0.194 -5.178 -0.703
H -1.421 -4.065 -2.162
H -2.206 -3.456 -0.682
H -2.081 -2.421 -2.116
H 0.835 -3.303 -2.675
H 0.195 -1.650 -2.811
H 1.548 -1.983 -1.721
S -4.970 -0.333 -0.116
C -4.502 -1.400 1.161
C -5.315 -2.133 2.022
C -4.712 -3.021 2.894
C -3.323 -3.195 2.878
C -2.521 -2.455 2.028
C -3.105 -1.511 1.183
N -2.443 -0.711 0.243
C -3.282 -0.125 -0.545
C -2.876 0.512 -1.817
C -3.850 0.713 -2.792
C -3.497 1.142 -4.058
C -2.159 1.343 -4.342
C -1.206 1.159 -3.353
C -1.503 0.743 -2.043
H -6.394 -2.031 1.987
H -5.322 -3.601 3.578
H -2.865 -3.929 3.534
H -1.451 -2.615 1.987
H -4.892 0.514 -2.563
H -4.254 1.306 -4.816
H -1.852 1.662 -5.334
H -0.192 1.355 -3.631
F -1.362 3.177 -1.088
C -2.403 3.188 -0.066
F -1.804 2.030 0.778
C -2.044 4.429 0.760
F -2.846 4.482 1.839
F -2.272 5.510 0.004
F -0.780 4.525 1.220
F 2.100 4.840 0.593
C 2.350 3.897 -0.316
F 3.362 4.290 -1.050
F 1.236 3.810 -1.106
S 2.590 2.253 0.659
O 3.435 2.718 1.756
O 0.708 -0.339 0.200
O 1.061 2.292 1.033
F 4.796 1.212 -1.767
C 3.899 0.275 -2.045
F 4.405 -0.646 -2.835
F 3.521 -0.312 -0.909
S 2.396 1.071 -2.860
O 1.474 1.266 -1.700
O 1.984 0.143 -3.863
N 2.798 2.503 -3.334
S 3.734 2.555 -4.649
O 4.613 1.418 -4.711
O 4.269 3.861 -4.844
C 2.529 2.341 -6.073
F 2.662 1.146 -6.630
F 1.265 2.506 -5.670
F 2.798 3.270 -6.991
*
```

---

No. 3
Here is 2 unconnected molecules or ions with the total composition C2H2N2O in a non-equilibrium geometry from OMol25. Energies are from wB97M-V/def2-TZVPD.

Output
* HOMO level: -10.8 eV
* E_tot: -262.0057 a.u.
* ΔE to the lowest compared entry with this formula, charge and spin: 415.38 kJ/mol
* HOMO-LUMO gap: 11.99 eV
* strongest force on any atom: 3.481 eV/A

Geometry as ORCA input:
```
! wB97M-V def2-TZVPD RIJCOSX def2/J DEFGRID3
* xyz 0 1
C -1.312 0.246 -0.241
C -0.724 1.297 -0.138
N 0.582 -1.779 0.095
N 1.284 -0.913 0.139
O 2.004 -0.020 0.195
H -1.928 -0.691 -0.072
H 0.096 1.859 0.021
*
```

---

No. 4
Here is a molecular structure, C4H9BrO2S in a non-equilibrium geometry from OMol25. Energies are from wB97M-V/def2-TZVPD.

Output
* HOMO level: -10.3 eV
* E_tot: -3280.3623 a.u.
* ΔE to the lowest compared entry with this formula, charge and spin: 257.52 kJ/mol
* HOMO-LUMO gap: 9.97 eV
* strongest force on any atom: 10.952 eV/A

Geometry as ORCA input:
```
! wB97M-V def2-TZVPD RIJCOSX def2/J DEFGRID3
* xyz 0 1
C 1.329 -0.800 -0.393
C -0.892 -0.405 -1.122
C 0.410 1.535 -0.010
C 0.108 -0.006 -0.141
O -1.234 -2.053 1.289
O -2.040 0.491 1.648
S -0.956 -0.312 1.307
Br 0.510 0.171 2.865
H 1.779 -0.453 -1.300
H 2.054 -0.550 0.393
H 1.036 -1.827 -0.450
H -1.959 0.089 -1.057
H -1.109 -1.394 -0.964
H -0.456 -0.234 -2.208
H -0.416 1.872 0.715
H 1.499 1.782 0.399
H 0.338 2.093 -0.972
*
```

---

No. 5
Here is a molecular structure, C55H46BBrEuN7P in a non-equilibrium geometry from OMol25. Energies are from wB97M-V/def2-TZVPD.

Output
* HOMO level (spin up / spin down): -4.0 / -2.7 eV
* E_tot: -6157.1512 a.u.
* ΔE to the lowest compared entry with this formula, charge and spin: 119.34 kJ/mol
* HOMO-LUMO gap (spin up / spin down): 6.18 / 2.81 eV
* strongest force on any atom: 4.119 eV/A

Geometry as ORCA input:
```
! wB97M-V def2-TZVPD RIJCOSX def2/J DEFGRID3
* xyz -1 7
Eu 1.033 0.197 0.435
C 4.154 0.348 4.336
C 2.742 0.022 4.036
C 1.723 0.588 4.799
C 0.539 0.339 4.038
N 0.779 -0.517 3.015
N 2.216 -0.759 3.053
B 2.838 -1.915 2.311
N 1.753 -2.912 1.652
N 0.919 -2.515 0.625
C 0.163 -3.596 0.331
C 0.418 -4.655 1.246
C 1.430 -4.191 2.074
C 1.870 -4.888 3.387
C -0.977 -3.387 -0.606
C -0.968 -2.565 -1.785
C -2.041 -2.563 -2.645
C -3.218 -3.179 -2.263
C -3.288 -3.894 -1.044
C -2.180 -3.993 -0.207
N 3.808 -1.422 1.219
N 3.662 -0.120 0.674
C 4.556 -0.041 -0.341
C 5.324 -1.255 -0.451
C 4.758 -2.175 0.556
C 5.430 -3.391 1.132
C 4.833 1.138 -1.128
C 5.443 1.093 -2.426
C 5.873 2.232 -3.012
C 5.922 3.431 -2.286
C 5.189 3.516 -1.128
C 4.704 2.374 -0.494
C -0.806 0.845 4.254
C -0.975 1.865 5.285
C -1.958 2.815 5.109
C -2.887 2.639 4.024
C -2.938 1.434 3.308
C -1.893 0.522 3.373
H 4.415 0.090 5.411
H 4.844 -0.295 3.746
H 4.309 1.409 4.207
H 1.821 1.379 5.486
H 3.590 -2.585 3.095
H -0.037 -5.677 1.308
H 1.937 -4.181 4.169
H 1.066 -5.663 3.599
H 2.834 -5.389 3.258
H -0.148 -1.933 -1.987
H -2.029 -1.806 -3.440
H -4.101 -3.141 -2.834
H -4.245 -4.419 -0.815
H -2.236 -4.632 0.675
H 6.142 -1.314 -1.151
H 6.020 -3.918 0.418
H 5.979 -3.104 2.072
H 4.734 -4.145 1.536
H 5.521 0.145 -2.959
H 6.290 2.265 -4.043
H 6.579 4.280 -2.562
H 4.862 4.468 -0.651
H 4.246 2.522 0.467
H -0.212 2.007 6.066
H -2.104 3.709 5.668
H -3.622 3.402 3.886
H -3.849 1.334 2.657
H -1.803 -0.374 2.762
C -5.792 1.923 -5.215
C -4.423 2.235 -5.124
C -3.679 1.748 -4.058
C -4.234 1.022 -3.054
C -5.571 0.681 -3.077
C -6.371 1.200 -4.155
P -2.985 0.660 -1.715
C -4.161 0.468 -0.352
C -4.259 -0.798 0.180
C -5.324 -1.190 0.995
C -6.337 -0.289 1.316
C -6.273 0.984 0.763
C -5.132 1.399 0.002
C -2.093 2.149 -1.287
C -2.612 3.455 -1.612
C -2.029 4.613 -1.080
C -0.976 4.393 -0.172
C -0.530 3.164 0.140
C -0.929 2.006 -0.550
H -6.467 2.332 -5.949
H -4.063 2.964 -5.877
H -2.649 2.061 -4.108
H -5.956 -0.004 -2.326
H -7.402 0.895 -4.296
H -3.425 -1.468 -0.016
H -5.265 -2.163 1.531
H -7.162 -0.518 1.960
H -7.098 1.664 0.871
H -5.098 2.471 -0.285
H -3.531 3.526 -2.152
H -2.412 5.603 -1.287
H -0.658 5.263 0.501
H 0.280 3.062 0.884
N 2.161 2.917 2.531
C 1.902 2.268 1.599
Br 2.694 -1.015 -6.517
C 2.150 -0.814 -4.666
C 1.383 0.298 -4.266
C 1.191 0.566 -2.915
C 1.598 -0.379 -1.955
C 2.360 -1.458 -2.382
C 2.718 -1.638 -3.720
H 1.003 1.003 -5.088
H 0.598 1.445 -2.708
H 2.767 -2.176 -1.704
H 3.341 -2.427 -4.101
*
```